No. 1
77
Properties=species:S:1:pos:R:3:forces:R:3:mulliken_charge:R:1 method="wB97M-V/def2-TZVPD" spin_multiplicity=1 total_charge=0 homo_ev=-7.846 fmax_ev_per_a=4.32
Y 0.700135 -0.133320 -0.217142 0.2 -0.6 1.1 0.518
O 3.365666 -4.422846 -5.373848 2.8 0.5 -1.9 -0.664
C 2.427239 -4.704302 -4.700577 -3.6 -0.7 2.3 0.290
O 1.561074 -5.609085 -4.692575 0.6 -0.4 -0.5 -0.733
C 2.023610 -3.644000 -3.614457 0.7 0.6 -0.6 -0.270
C 2.657249 -2.406067 -3.597087 -0.3 0.7 -0.1 -1.043
C 2.109145 -1.376895 -2.838605 -0.4 0.8 -0.9 1.112
N 1.006897 -1.572657 -2.102635 -0.2 0.0 0.7 0.123
C 0.403860 -2.772533 -2.087918 0.9 -1.0 -0.8 1.478
C 0.884713 -3.816186 -2.875015 -0.6 0.0 0.9 -0.941
C -0.806784 -2.938786 -1.266838 1.4 2.2 0.6 -0.051
C -1.601949 -4.030011 -1.255855 -1.3 -2.4 -1.9 -0.718
C -2.842614 -3.863458 -0.677526 -0.1 1.0 1.3 -0.759
C -3.063664 -2.719265 0.083931 -1.2 -1.1 -0.2 -0.703
C -2.144232 -1.707958 0.157569 -1.5 -1.0 0.7 -0.265
N -1.064710 -1.826013 -0.525508 2.2 0.1 -1.3 0.536
C 2.513025 0.091576 -2.933283 1.4 0.4 -0.9 0.271
C 3.358671 0.597163 -3.980490 -1.8 -2.7 1.3 -0.969
C 3.749848 1.902740 -3.876999 0.0 1.1 -0.9 -0.355
C 3.360559 2.719597 -2.833207 -0.5 0.0 1.1 -0.912
C 2.577227 2.137909 -1.827821 1.2 1.6 -1.6 -0.081
N 2.107270 0.928416 -1.958863 -0.3 -2.5 1.1 0.696
H 3.447320 -2.250772 -4.323741 0.2 -0.1 0.3 0.520
H 0.391512 -4.781296 -2.950509 0.1 0.2 0.0 0.494
H -1.437316 -4.969805 -1.879545 0.2 1.6 1.0 0.340
H -3.661751 -4.554906 -0.739948 0.1 -0.5 -0.1 0.437
H -3.987388 -2.674006 0.615341 -0.5 0.3 0.3 0.499
H -2.344562 -0.857014 0.770807 0.3 0.6 0.2 0.395
H 3.521048 -0.153573 -4.790140 0.5 1.3 0.5 0.366
H 4.285537 2.366023 -4.677287 0.5 0.0 -0.4 0.429
H 3.564960 3.799870 -2.747750 0.3 -0.8 -0.2 0.404
H 2.404423 2.710801 -0.942633 -0.7 0.1 0.5 0.429
Cl 3.791194 -3.065841 6.265084 -0.5 -0.1 -0.4 -0.243
C 2.720178 -2.709734 4.899190 1.3 0.5 0.3 0.318
C 1.356045 -2.525948 5.152215 0.1 -0.7 -1.4 -0.716
C 0.555659 -2.159846 4.098702 1.0 0.9 -1.0 0.361
Cl -1.139229 -2.080946 4.351583 -0.4 0.1 -0.2 -0.204
C 1.121619 -1.696527 2.801577 -1.0 -0.1 1.2 -0.107
O 0.340827 -1.182355 1.915601 0.9 -0.2 -0.3 0.245
C 2.542222 -1.869308 2.682887 -1.3 0.0 -1.1 0.595
C 3.198721 -1.646390 1.447751 2.4 -0.5 -0.4 -0.459
O 2.866256 -1.059254 0.432397 -2.0 1.1 -1.1 -0.619
C 3.319328 -2.410507 3.688788 0.6 0.0 2.5 -0.975
H 0.914609 -2.828133 6.079188 -0.1 0.1 0.4 0.477
H 4.232560 -2.061932 1.311102 -0.5 -0.1 0.9 0.251
H 4.430832 -2.379118 3.695746 -1.0 -0.3 -0.5 0.313
C -3.234979 1.281830 2.368743 0.1 2.4 -0.3 -0.536
C -2.493422 2.586028 2.915128 -0.7 -1.9 -0.9 -0.971
N -1.058437 2.333920 2.811951 1.3 0.4 -1.0 0.276
C -0.493267 1.684515 4.000551 -0.3 1.7 -0.7 -0.371
C 0.577030 2.443023 4.715951 0.7 0.4 1.0 -1.208
C -0.387386 2.490852 1.629649 -1.9 0.3 0.9 0.571
S 1.295078 2.064929 1.533455 -0.8 0.1 -0.5 -0.551
N -1.181885 3.072853 0.611248 1.2 -1.5 0.1 -0.556
C -1.377094 2.368783 -0.491847 0.1 1.3 1.3 0.173
O -0.953206 1.174358 -0.682240 0.0 0.0 -0.2 -0.160
C -2.228145 3.000712 -1.537820 -0.7 -1.0 -0.4 0.485
C -2.480347 2.359616 -2.731951 0.8 -2.7 -1.4 0.208
C -3.384844 2.813292 -3.694564 1.9 -1.1 0.8 -0.971
C -3.966784 4.006114 -3.496271 -1.0 1.7 -0.9 -0.143
C -3.767071 4.700564 -2.335267 0.2 0.2 1.9 -0.926
C -2.992910 4.119726 -1.330443 0.2 1.6 0.3 -0.182
H -4.269137 1.340913 2.689301 -0.2 -0.3 0.0 0.462
H -2.746635 0.416884 2.766075 0.2 -0.6 0.2 0.148
H -3.209747 1.304533 1.271754 0.1 -0.2 0.3 0.021
H -2.899380 2.733283 3.929349 1.0 0.2 -0.2 0.471
H -2.659158 3.450347 2.316372 -0.7 0.5 -0.5 0.497
H -0.069144 0.774236 3.746693 0.6 -2.0 -0.8 -0.109
H -1.379817 1.508529 4.554664 -0.4 -0.4 1.2 0.578
H 1.480236 2.463724 4.097269 -0.3 0.2 0.2 0.302
H 0.834145 1.785875 5.579946 -0.1 0.9 -0.2 0.382
H 0.323633 3.495418 5.007810 0.1 -1.1 0.0 0.297
H -1.966205 1.385797 -2.981522 -0.4 1.2 0.6 0.131
H -3.466603 2.310356 -4.631503 -0.2 -0.4 -0.4 0.410
H -4.503079 4.415195 -4.329538 -0.5 0.4 -0.1 0.377
H -4.181357 5.674140 -2.063863 -0.2 -0.3 -0.6 0.382
H -2.876930 4.646171 -0.400740 0.0 0.2 0.3 0.400

---

No. 2
72
Properties=species:S:1:pos:R:3:forces:R:3:mulliken_charge:R:1 method="wB97M-V/def2-TZVPD" spin_multiplicity=1 relative_energy_kcal_mol=49.9 total_charge=0 homo_ev=-5.583 fmax_ev_per_a=2.70
F -1.273772 -5.887110 4.374767 0.8 0.8 -0.1 -0.274
C -0.336122 -4.902756 4.356572 -0.4 0.7 1.4 0.830
F -0.985095 -3.692140 4.453557 0.4 -1.4 0.0 -0.266
F 0.433355 -5.027663 5.494028 -1.0 0.0 -1.0 -0.254
C 0.545587 -4.911011 3.137872 0.6 0.7 0.0 -0.933
N 1.435159 -3.737917 3.223125 -0.9 -1.0 0.0 0.824
C 2.795175 -4.004458 3.520137 1.0 -0.3 0.4 -0.486
C 3.639738 -4.521114 2.522467 -0.2 0.3 0.4 -0.002
C 4.942291 -4.890604 2.844770 0.0 0.1 0.2 -0.712
C 5.399688 -4.760325 4.162564 -0.2 0.1 0.0 -0.330
C 4.555285 -4.247572 5.156222 0.3 0.0 -0.2 -0.784
C 3.260229 -3.857995 4.833480 -0.2 0.0 -0.4 -0.127
C 1.097651 -2.596858 2.498856 -0.3 0.6 -0.1 0.442
C 1.208434 -1.333155 3.115456 0.0 -0.3 -0.2 -0.294
C 0.735616 -0.215286 2.465203 0.0 0.2 -0.5 -1.107
C 0.319040 -0.275786 1.093848 0.5 -0.5 0.5 0.241
C -0.212133 0.891420 0.479922 0.0 0.2 -0.2 -0.413
C -0.785672 1.007934 -0.812182 -0.8 0.1 0.0 0.617
C -1.105801 2.315778 -1.288134 0.1 -0.1 0.1 -1.330
C -1.558780 2.523137 -2.570293 0.0 -0.4 0.0 -0.803
C -1.590823 1.441371 -3.478209 0.4 0.0 0.5 0.879
N -2.039584 1.617294 -4.769048 -0.8 1.1 0.0 0.662
C -3.187086 2.501771 -4.992098 0.8 -0.2 0.2 -0.987
C -4.415550 1.641662 -4.907927 -0.8 -1.5 0.1 0.908
F -5.587850 2.319635 -4.919540 1.0 -0.4 -0.1 -0.275
F -4.417325 0.755954 -5.964691 -0.3 0.8 0.9 -0.261
F -4.386651 0.875170 -3.760915 -0.3 0.8 -1.1 -0.259
C -1.311235 1.145482 -5.879329 0.5 -0.5 -1.0 -0.319
C -1.460199 -0.172893 -6.330515 0.1 0.3 0.1 0.105
C -0.671691 -0.634473 -7.381921 0.2 0.3 -0.1 -0.933
C 0.268676 0.220218 -7.973363 -0.1 0.0 0.1 -0.363
C 0.383116 1.550463 -7.549258 -0.1 -0.1 -0.2 -0.717
C -0.438095 2.028375 -6.535000 -0.1 -0.5 0.4 -0.171
C -1.232215 0.149293 -3.049420 -0.1 0.0 0.2 -0.016
C -1.066129 -0.079568 -1.700653 0.6 0.1 -0.2 -1.085
C 0.487161 -1.529505 0.437054 -0.6 0.1 0.2 -1.323
C 0.670575 -2.687215 1.164876 0.4 0.2 0.1 -0.162
H 1.151636 -5.819790 3.159288 -0.3 0.0 -0.2 0.389
H -0.094915 -4.838266 2.255945 0.1 -0.3 0.1 0.422
H 3.246397 -4.613132 1.509063 0.2 0.0 0.2 0.390
H 5.595546 -5.285036 2.065170 -0.1 0.1 0.3 0.368
H 6.420322 -5.054922 4.413072 -0.3 0.1 -0.1 0.375
H 4.903898 -4.152746 6.186054 0.0 0.0 -0.3 0.372
H 2.577009 -3.442392 5.577282 0.3 -0.2 -0.2 0.386
H 1.619040 -1.295775 4.125190 -0.3 0.1 -0.2 0.440
H 0.674946 0.739164 2.990611 -0.1 -0.2 -0.2 0.359
H -0.142402 1.817705 1.052654 0.0 -0.1 0.0 0.583
H -0.988977 3.164288 -0.615753 0.0 -0.2 0.0 0.436
H -1.840193 3.515336 -2.919377 0.2 -0.2 0.3 0.434
H -3.240868 3.258073 -4.203915 -0.1 0.0 -0.5 0.370
H -3.116278 2.924485 -5.997858 -0.2 0.2 0.3 0.400
H -2.195234 -0.814266 -5.841144 0.2 0.2 -0.2 0.447
H -0.789229 -1.660280 -7.732180 0.1 0.3 0.1 0.374
H 0.915195 -0.152543 -8.772054 -0.2 0.1 0.3 0.371
H 1.111747 2.222232 -8.008219 -0.2 -0.3 0.1 0.376
H -0.390506 3.062234 -6.186930 0.1 -0.3 -0.1 0.415
H -1.172888 -0.649905 -3.793733 -0.5 0.2 0.5 0.358
H -1.150908 -1.101641 -1.337969 0.3 0.4 -0.1 0.829
H 0.473029 -1.594365 -0.646462 -0.2 0.0 0.3 0.811
H 0.564501 -3.669612 0.701672 0.4 0.4 -0.1 0.369
S -2.010286 2.938340 2.642963 -1.0 -2.2 -1.2 -0.350
C -1.316886 4.278418 3.345102 1.0 1.8 0.9 0.271
C -1.529951 5.580520 2.804070 0.4 -0.3 0.5 -0.521
C -0.865486 6.677716 3.333414 0.3 -0.2 0.4 -0.328
C 0.014659 6.521305 4.420805 -0.2 -0.2 -0.1 -0.438
C 0.176192 5.254297 5.011979 -0.1 0.4 -0.3 -0.355
C -0.483518 4.148082 4.494930 -0.2 0.5 -0.5 -0.525
H -2.214928 5.680821 1.961443 0.2 0.0 0.2 0.329
H -1.028223 7.665346 2.903128 0.1 -0.2 0.1 0.329
H 0.563470 7.379498 4.807813 -0.2 -0.2 0.0 0.344
H 0.822200 5.138918 5.881843 -0.1 0.1 -0.2 0.333
H -0.373083 3.158340 4.939824 0.0 0.3 -0.1 0.316

---

No. 3
71
Properties=species:S:1:pos:R:3:forces:R:3:mulliken_charge:R:1 method="wB97M-V/def2-TZVPD" spin_multiplicity=1 relative_energy_kcal_mol=0.0 total_charge=+1 homo_ev=-9.983 fmax_ev_per_a=1.02
Rh -0.454451 0.136961 -0.183653 0.2 0.2 -1.0 -0.510
C 1.818237 2.364259 1.343369 0.0 0.0 0.0 -1.592
C 2.393180 1.112386 0.780110 0.1 0.0 -0.1 0.801
C 3.741235 0.842198 1.039510 0.0 0.1 -0.1 -0.807
C 4.352543 -0.276168 0.532902 0.0 0.0 0.0 -0.946
C 3.590301 -1.138470 -0.240022 0.0 0.0 0.0 -1.155
C 2.260931 -0.849836 -0.449444 -0.1 0.0 0.0 0.650
N 1.648917 0.268118 0.044769 0.3 -0.1 0.2 1.651
C 1.412440 -1.790083 -1.210573 0.0 0.0 0.0 0.564
C 1.844872 -2.830190 -2.020990 0.0 0.0 0.0 -0.951
C 0.891535 -3.608519 -2.657037 0.0 0.0 0.0 -1.019
C -0.459378 -3.336583 -2.501719 0.0 0.0 0.0 -0.715
C -0.828024 -2.266880 -1.701744 0.0 0.1 0.0 0.567
N 0.110620 -1.554899 -1.079063 0.0 -0.3 0.2 0.392
C -2.203623 -1.797043 -1.434103 0.0 0.0 0.0 0.335
C -3.294737 -2.408051 -2.008093 0.0 0.0 0.0 -0.464
C -4.566839 -1.974654 -1.658561 0.0 0.0 0.0 -0.905
C -4.679391 -1.020841 -0.679525 0.0 0.0 0.0 -0.864
C -3.542443 -0.447803 -0.095650 0.0 -0.1 0.1 0.764
C -3.741028 0.376179 1.132218 0.0 0.1 0.0 -1.615
N -2.317892 -0.755691 -0.557773 -0.3 0.0 0.1 0.798
H 2.621480 3.012065 1.687557 0.0 0.0 0.1 0.524
H 1.164541 2.128570 2.186905 -0.1 0.0 0.0 0.274
H 1.235183 2.897224 0.599377 0.0 0.0 0.0 0.209
H 4.290505 1.546038 1.648011 0.0 0.0 0.0 0.507
H 5.393994 -0.485407 0.735218 0.0 0.0 0.0 0.464
H 4.015929 -2.044724 -0.643367 0.0 0.0 0.0 0.429
H 2.896730 -3.025046 -2.165837 0.0 0.0 0.0 0.440
H 1.202458 -4.430556 -3.287199 0.0 0.0 0.0 0.456
H -1.199502 -3.946424 -2.997186 0.0 0.0 0.0 0.467
H -3.158381 -3.208927 -2.719445 0.0 0.0 0.0 0.419
H -5.444058 -2.417392 -2.110250 0.0 0.0 0.0 0.477
H -5.647856 -0.711577 -0.312484 0.0 0.0 0.0 0.521
H -4.663687 0.948029 1.050314 0.0 0.0 0.0 0.476
H -2.908007 1.030773 1.354459 0.0 0.0 0.0 0.144
H -3.840887 -0.316717 1.972008 0.0 0.0 0.0 0.373
S -1.172862 2.302821 0.435116 -0.2 0.2 0.0 -0.566
C -2.339445 2.660255 -0.853511 0.1 0.0 0.1 1.084
C -3.487684 3.402692 -0.596913 0.0 0.0 0.0 -0.878
C -4.367560 3.706616 -1.629371 0.0 0.0 0.0 -0.689
C -4.116811 3.281827 -2.926163 0.0 0.0 0.0 -0.818
C -2.961646 2.557776 -3.200802 0.0 0.1 0.0 -0.598
C -2.086230 2.262030 -2.168817 0.0 -0.1 -0.1 -0.717
As -0.447081 1.276436 -2.339612 -0.1 0.6 0.2 2.683
C -0.466261 0.567677 -4.137929 0.1 -0.2 0.1 0.278
C 0.549673 0.894283 -5.031280 0.0 -0.1 0.0 -0.686
C 0.515249 0.397815 -6.327921 0.0 0.0 0.0 -0.709
C -0.526729 -0.419848 -6.737375 0.0 0.0 0.0 -0.658
C -1.546112 -0.739886 -5.850484 0.0 0.0 0.0 -0.940
C -1.514720 -0.250846 -4.553809 0.0 0.0 0.0 -0.112
C 0.936861 2.625056 -2.405378 0.0 0.0 -0.1 0.199
C 0.604349 3.973701 -2.376669 0.0 0.0 0.1 -0.669
C 1.607509 4.932875 -2.377165 0.0 0.0 0.0 -0.745
C 2.940436 4.549092 -2.413164 0.0 0.0 0.0 -0.707
C 3.274589 3.202582 -2.458993 0.0 0.0 0.0 -0.901
C 2.274185 2.241222 -2.453282 0.1 0.0 0.0 -0.167
H -3.691253 3.732606 0.414124 0.0 0.0 0.0 0.554
H -5.260399 4.279228 -1.413351 0.0 0.0 0.0 0.415
H -4.809316 3.518970 -3.722515 0.0 0.0 0.0 0.434
H -2.747566 2.240885 -4.214540 0.0 0.0 0.0 0.522
H 1.361453 1.541653 -4.728674 0.0 0.0 0.0 0.436
H 1.303751 0.659985 -7.020905 0.0 0.0 0.0 0.434
H -0.552032 -0.797718 -7.750828 0.0 0.0 0.0 0.408
H -2.371485 -1.361362 -6.173343 0.0 0.0 0.0 0.463
H -2.331681 -0.478410 -3.880816 0.0 0.0 0.1 0.636
H -0.433950 4.279000 -2.338517 0.0 0.0 0.0 0.348
H 1.346018 5.982235 -2.347397 0.0 0.0 0.0 0.435
H 3.719132 5.300288 -2.410052 0.0 0.0 0.0 0.429
H 4.313328 2.901031 -2.501792 0.0 0.0 0.0 0.456
H 2.548930 1.193353 -2.502684 0.0 0.0 0.0 0.584
Br -0.499988 -0.645749 2.120651 0.0 -0.3 0.4 -0.396

---

no.,M (g mol⁻¹)
1,790.52
2,622.68
3,781.44